Here is a molecular structure, C28H15F9NO5PRu from OMol25. Energies are from ωB97M-V/def2-TZVPD.

Atoms and positions in Å:
Ru1 -0.332 1.806 0.932
P1 0.154 -0.266 0.118
F1 -0.110 -6.087 3.401
F2 -4.299 0.705 -4.781
F3 -2.120 -6.070 2.616
F4 -1.676 -5.051 4.471
F5 6.193 -0.856 -2.787
F6 6.817 -0.791 -0.719
F7 6.195 -2.662 -1.607
F8 -2.594 0.264 -6.033
F9 -3.810 -1.344 -5.247
O1 1.550 2.789 0.863
O2 -2.423 1.636 0.980
O3 2.484 4.751 1.431
O4 -4.223 2.828 1.606
O5 -0.098 1.250 2.641
N1 -0.829 3.613 1.530
C1 -0.519 -4.198 1.131
C2 -0.821 -0.364 -1.433
C3 4.207 -0.211 -0.112
C4 -2.481 5.111 2.230
C5 -0.939 -2.814 3.061
C6 -0.260 -1.812 0.985
C7 -1.162 0.407 -3.697
C8 -3.267 -0.147 -4.942
C9 -2.861 -0.897 -2.605
C10 -2.076 -0.964 -1.467
C11 -3.024 2.688 1.447
C12 2.171 -1.477 -1.515
C13 1.855 -0.606 -0.472
C14 -2.398 -0.221 -3.724
C15 -2.095 3.859 1.774
C16 -0.383 0.339 -2.555
C17 2.881 0.026 0.224
C18 -0.204 -3.075 0.394
C19 -0.628 -1.676 2.321
C20 1.530 3.999 1.323
C21 -0.162 5.765 2.168
C22 0.145 4.506 1.718
C23 -1.500 6.063 2.431
C24 4.505 -1.078 -1.149
C25 -1.200 -5.304 3.242
C26 3.489 -1.710 -1.857
C27 5.924 -1.340 -1.555
C28 -0.885 -4.061 2.466
H1 2.637 0.731 1.010
H2 -2.454 -1.476 -0.592
H3 0.580 0.835 -2.541
H4 0.640 6.478 2.299
H5 0.079 -3.177 -0.646
H6 4.999 0.289 0.427
H7 -1.229 -2.721 4.098
H8 -1.771 7.049 2.788
H9 3.733 -2.383 -2.668
H10 -0.664 -0.667 2.744
H11 -0.484 -5.181 0.678
H12 -0.807 0.945 -4.565
H13 -3.835 -1.369 -2.621
H14 -3.530 5.295 2.414
H15 1.383 -1.970 -2.071

Atoms 1-3, force components in eV/Å:
Ru 0.230 -0.541 0.209
P -0.062 0.106 -0.599
F 0.003 0.002 -0.003

Output
Net charge: -1
DFT total energy, eV: -77340.1803
LUMO level (alpha / beta), eV: 2.3058 / 2.3024
2S+1: 2
Gap between HOMO and LUMO (alpha / beta), Eh: 0.245 / 0.230
Energy relative to the best compared isomer or geometry (same formula, charge and spin), eV: 0.000
<S²>: 0.758

Atom charges from the Mulliken analysis, given in e for atoms 1 to 8: number 1, Ru, carries -0.142; number 2, P, carries 2.568; number 3, F, carries -0.266; number 4, F, carries -0.258; number 5, F, carries -0.271; number 6, F, carries -0.286; number 7, F, carries -0.264; number 8, F, carries -0.287